[1]
A 2-piece molecular cluster, C4H11NS overall at a distorted geometry. Source: OMol25; level of theory: ωB97M-V/def2-TZVPD.

The value obtained for the HOMO energy (spin up / spin down) is 1.02 / -4.94 eV. The HOMO-LUMO gap (spin up / spin down) is 2.32 / 8.31 eV. The max |F| comes out at 2.62 eV/Å. As for the LUMO energy (spin up / spin down): 3.3 / 3.4 eV. The value obtained for the energy above the lowest of the compared OMol25 structures with the same formula, charge and spin is 2.525 eV. The spin multiplicity is 2. Its net charge is -1.

Structure (XYZ):
```
17
Properties=species:S:1:pos:R:3:forces:R:3:mulliken_charge:R:1
C 1.199962 -0.287862 0.478332 -0.8 -1.7 -0.8 -1.277
S 1.194960 -1.168599 2.074218 0.6 0.4 -0.2 -0.204
C 1.460378 0.259641 3.210436 1.1 0.7 0.6 -1.080
H 0.438809 0.440237 0.657328 -0.9 0.5 -0.8 0.311
H 1.008027 -1.024328 -0.415731 0.0 1.3 1.8 0.085
H 2.088611 0.245732 0.251174 1.3 0.3 0.0 0.545
H 1.625490 1.339740 2.825217 0.1 -2.1 -0.1 0.304
H 0.541448 0.389719 3.800847 0.5 -0.3 0.3 0.310
H 2.382752 -0.070919 3.831118 -1.7 1.0 -0.7 0.278
C -2.830203 1.488288 -2.665586 0.9 0.0 -0.9 -0.715
C -1.581121 1.024624 -2.935111 -1.2 1.4 -0.2 -0.557
N -1.076108 -0.226866 -2.730352 -1.0 0.7 -1.1 -0.705
H -3.653950 0.870247 -2.370765 0.0 -0.4 0.5 0.321
H -3.126989 2.483953 -2.974700 0.3 0.1 0.0 0.240
H -0.859342 1.725316 -3.451289 -0.8 -0.9 0.8 0.280
H -1.412620 -0.860820 -2.047598 -0.7 -0.3 0.7 0.297
H -0.112945 -0.161377 -2.709051 2.6 -0.6 0.1 0.567
```
Positions in Å, forces in eV/Å.

***

[2]
A 2-piece molecular cluster, C4H10N2O2 overall at a distorted geometry. Source: OMol25; level of theory: ωB97M-V/def2-TZVPD.

The value obtained for the HOMO energy is -9.87 eV. The HOMO-LUMO gap is 10.81 eV. As for the structure (SMILES): [H]/N=C/C.CC(=O)ON. The max |F| comes out at 1.48 eV/Å. As for the LUMO energy: 0.9 eV. The value obtained for the energy above the lowest of the compared OMol25 structures with the same formula, charge and spin is 3.243 eV. Its net charge is 0.

Structure (XYZ):
```
18
Properties=species:S:1:pos:R:3:forces:R:3:mulliken_charge:R:1
C -1.479822 1.363879 0.575476 0.6 0.2 -0.1 -1.003
C -1.381325 0.055994 -0.136282 -0.9 -1.1 0.5 0.879
N -1.113973 -2.281903 0.204609 0.4 -0.1 -0.5 -0.500
O -1.056058 -0.964191 0.744831 -0.3 0.8 -0.2 -0.197
O -1.646364 -0.167581 -1.288536 0.3 0.1 0.1 -0.594
H -1.297557 -2.156869 -0.797945 -0.1 0.0 0.3 0.283
H -1.929134 -2.726728 0.624159 0.0 0.3 0.0 0.256
H -1.959632 1.254669 1.543741 -0.1 -0.1 0.0 0.312
H -1.979936 2.092436 -0.055477 -0.1 -0.1 0.0 0.307
H -0.459971 1.713037 0.761191 -0.1 0.1 0.0 0.281
C 1.868910 0.237433 -1.228291 0.0 -0.1 -0.1 -1.017
C 1.768331 0.041741 0.241753 0.0 -1.4 0.3 0.258
N 1.606091 1.011303 1.025407 0.2 0.7 0.2 -0.716
H 1.562514 0.768864 2.013355 0.0 -0.4 -0.1 0.224
H 1.799322 -1.033891 0.577321 0.1 0.9 -0.1 0.315
H 1.140509 -0.390133 -1.740317 -0.1 0.0 0.0 0.262
H 1.715482 1.282750 -1.482887 0.0 0.0 -0.1 0.296
H 2.842614 -0.100810 -1.582107 0.1 0.1 0.0 0.353
```
Positions in Å, forces in eV/Å.

***

[3]
One molecule with the formula C14H16OS2 at a distorted geometry. Source: OMol25; level of theory: ωB97M-V/def2-TZVPD.

The value obtained for the HOMO energy is -7.95 eV. The HOMO-LUMO gap is 8.65 eV. As for the structure (SMILES): CC1(C)OC(C)(C)c2sccc2-c2ccsc21. The max |F| comes out at 2.22 eV/Å. As for the LUMO energy: 0.7 eV. The value obtained for the energy above the lowest of the compared OMol25 structures with the same formula, charge and spin is 0.000 eV. Its net charge is 0.

Structure (XYZ):
```
33
Properties=species:S:1:pos:R:3:forces:R:3:mulliken_charge:R:1
O -2.272265 0.131120 0.400989 0.2 0.2 0.1 -0.392
S 0.261666 3.343352 0.528391 0.8 -0.8 -1.0 -0.182
S -0.586263 -2.737547 -1.641041 0.5 1.2 -0.1 -0.219
C 1.666958 2.995342 -0.467001 -0.3 0.3 -0.1 -0.601
C 0.423630 -2.016874 -2.869320 0.7 1.4 0.5 -0.429
C 1.580424 1.828780 -1.136264 -1.1 -0.6 -0.1 -0.870
C 0.745194 -0.698646 -2.589650 -1.7 -1.1 0.9 -1.136
C 0.321458 1.132736 -0.850588 0.2 0.6 0.5 0.499
C 0.074165 -0.225460 -1.366481 0.5 -1.1 -0.6 0.246
C -0.488172 1.857064 0.012304 0.6 -1.1 -0.4 -0.026
C -0.648249 -1.229694 -0.726292 0.9 0.9 -0.8 0.078
C -2.162073 2.055967 1.892171 0.8 -0.2 0.1 -1.781
C -2.866072 2.239408 -0.487773 -0.4 0.0 0.3 -1.579
C -0.449883 -0.942749 1.805983 0.5 0.9 -0.4 -1.362
C -2.388954 -2.138241 0.822389 -0.5 -0.2 0.0 -2.048
C -1.903235 1.510711 0.457171 0.3 0.8 0.5 1.631
C -1.395092 -0.996329 0.585660 -0.5 -0.6 -0.2 1.869
H 2.468044 3.692272 -0.627595 0.0 0.3 0.4 0.450
H 0.869232 -2.517350 -3.730109 -0.6 -0.3 0.4 0.423
H 2.306553 1.458694 -1.882007 -0.4 0.3 0.8 0.308
H 1.335922 -0.070968 -3.248743 -0.1 -0.2 0.2 0.358
H -3.030821 1.573165 2.353842 -0.1 0.3 -0.4 0.382
H -2.223551 3.157849 1.904235 -0.3 -0.4 -0.1 0.441
H -1.309454 1.821278 2.535291 0.0 -0.1 0.0 0.413
H -3.867138 2.035399 -0.072316 0.1 0.4 -0.4 0.423
H -2.810320 1.871685 -1.512559 0.1 -0.2 0.1 0.359
H -2.642990 3.323039 -0.508843 -0.2 -0.5 0.2 0.368
H 0.315103 -0.140301 1.688157 -0.5 -0.6 0.1 0.297
H -1.008292 -0.732323 2.729326 0.0 -0.2 -0.3 0.337
H 0.077149 -1.904079 1.893025 -0.2 0.3 0.0 0.419
H -1.851078 -3.087041 0.974039 -0.2 0.2 -0.2 0.465
H -3.110488 -2.217425 -0.021877 0.6 0.0 0.5 0.442
H -2.975490 -1.956673 1.741800 0.3 0.1 -0.4 0.417
```
Positions in Å, forces in eV/Å.